[1]
C22H42ClDyN2OP2 | the ωB97M-V functional and the def2-TZVPD basis

- Net charge: +2
- Max |F|: 6.78 eV/Å
- 2S+1: 6
- Kohn-Sham gap (spin up / spin down): 0.3054 / 0.3025 Eh
- <S²>: 9.340

Structure (XYZ):
```
71
Properties=species:S:1:pos:R:3:mulliken_charge:R:1
Dy -0.95674 -0.06143 0.70558 0.00
P -0.08792 -2.56642 -0.26031 0.82
P -0.09594 2.56049 0.02857 0.66
N -0.27020 0.10565 -2.26170 -0.02
C -0.06752 -2.39799 -2.10584 -1.26
H 0.52587 -3.24114 -2.49398 0.43
H -1.09427 -2.52620 -2.48395 0.60
C 0.54976 -1.09531 -2.62341 -0.99
H 1.56907 -0.94949 -2.24121 0.37
H 0.62454 -1.15538 -3.72516 0.52
C 0.53560 1.35029 -2.48282 -1.03
H 0.61582 1.53492 -3.57024 0.52
H 1.55445 1.17587 -2.11387 0.36
C -0.09622 2.58207 -1.82638 -1.21
H -1.12949 2.73068 -2.17844 0.61
H 0.47728 3.47205 -2.13334 0.44
C 1.43941 3.52012 0.47066 0.60
C 1.95934 3.21759 1.88064 -1.26
H 2.88427 3.79267 2.03814 0.49
H 2.20946 2.16114 2.02486 0.13
H 1.25245 3.52395 2.66407 0.26
C -1.62471 3.57327 0.39237 0.53
C -1.87451 3.76626 1.89316 -1.28
H -2.73666 4.43610 2.02533 0.47
H -1.01947 4.22388 2.41304 0.23
H -2.12664 2.82816 2.40776 0.29
C -1.62262 -3.60895 -0.02998 0.53
C -1.89429 -3.94908 1.43881 -1.33
H -2.77775 -4.60138 1.49216 0.48
H -2.12190 -3.06163 2.04696 0.29
H -1.05775 -4.48850 1.90823 0.23
C 1.44276 -3.56501 0.09368 0.54
C 1.94626 -3.39254 1.53017 -1.21
H 2.87978 -3.96430 1.64067 0.48
H 1.23529 -3.78700 2.26971 0.21
H 2.17240 -2.35064 1.78104 0.14
C 1.40446 -0.00503 0.42246 0.49
O 2.56679 0.00141 0.31813 -0.30
C -1.74041 4.89257 -0.36926 -1.50
H -1.06923 5.66059 0.02894 0.29
H -1.55680 4.77918 -1.44294 0.35
H -2.76729 5.26248 -0.24776 0.49
C -1.72833 -4.84826 -0.91558 -1.47
H -2.75194 -5.23640 -0.82872 0.48
H -1.54782 -4.62955 -1.97300 0.34
H -1.05079 -5.64610 -0.59464 0.28
C 1.37007 -5.05236 -0.24804 -1.68
H 2.37663 -5.47962 -0.13892 0.51
H 0.72058 -5.59856 0.44882 0.32
H 1.04698 -5.24704 -1.27581 0.33
C 1.36342 5.03303 0.26794 -1.68
H 0.72091 5.51095 1.01916 0.33
H 2.37127 5.44931 0.40506 0.52
H 1.02889 5.32087 -0.73415 0.33
H 2.17329 3.10786 -0.24394 0.45
H 2.18196 -3.08816 -0.57365 0.46
H -2.41737 2.90227 0.00923 0.34
H -2.40825 -2.90128 -0.35706 0.35
H -0.96263 0.14282 -2.99814 0.31
H -2.50216 -0.16272 1.74934 -0.06
Cl -0.23756 2.50954 5.73999 -0.16
C -0.19765 0.97627 4.97678 -0.32
C -0.22857 -0.20125 5.72335 -0.25
C -0.25005 -1.42032 5.03979 -1.21
C -0.24127 -1.42101 3.65012 0.10
N -0.19751 -0.27013 2.93844 0.29
C -0.18409 0.92632 3.58318 -0.10
H -0.27072 -0.14813 6.80559 0.48
H -0.30516 -2.37173 5.56368 0.47
H -0.30056 -2.35087 3.06822 0.42
H -0.21748 1.83036 2.97053 0.30
```

[2]
C15H17HfN5 | the ωB97M-V functional and the def2-TZVPD basis

- Net charge: +2
- Max |F|: 5.68 eV/Å
- Kohn-Sham gap: 0.2275 Eh

Structure (XYZ):
```
38
Properties=species:S:1:pos:R:3:mulliken_charge:R:1
C -0.94230 0.81416 3.39147 -1.00
C -0.94624 -0.59753 3.36567 -0.54
H 0.13468 1.04386 3.44085 0.35
H -1.53059 1.05847 4.26983 0.32
H -1.18281 1.59165 2.59930 0.35
H -0.69102 -1.39301 2.54481 0.22
H -0.15305 -0.78963 4.09443 0.31
H -1.91438 -0.93321 3.72034 0.33
C -0.03405 2.77097 -0.70027 0.06
C 0.27000 3.57990 -1.77908 -0.70
C 0.49579 2.95038 -3.02686 -0.33
C 0.47229 1.56511 -3.24498 -0.85
H -0.08217 3.12977 0.35258 0.41
H 0.36154 4.68116 -1.62327 0.41
H 0.71936 3.63352 -3.83051 0.47
H 0.73535 1.04620 -4.17849 0.42
N -0.22101 1.41348 -0.94060 0.12
C 0.06552 0.74614 -2.17468 0.64
C -0.04308 -0.76193 -2.18835 0.86
N -0.35272 -1.39343 -0.94680 -0.02
C -0.45669 -2.76643 -0.75957 0.11
C -0.05572 -2.99004 -3.10695 -0.38
C -0.33474 -3.60490 -1.86123 -0.71
H -0.60113 -3.12530 0.28699 0.41
H -0.44188 -4.71756 -1.72489 0.41
C 0.13893 -1.61141 -3.30060 -0.84
H 0.38496 -1.13555 -4.26164 0.43
H -0.01231 -3.69067 -3.92567 0.45
Hf -0.34744 0.01529 0.45970 0.60
C -2.57810 0.08290 0.48890 -1.06
H -2.94684 -0.96395 0.35899 0.39
H -3.03448 0.69401 -0.30992 0.37
H -2.87544 0.42493 1.49649 0.39
N 1.67019 -0.09764 1.07556 -0.77
C 2.57365 -0.10743 1.90479 0.73
N 3.74401 -0.08280 2.37213 -0.40
C 4.55817 -0.19828 3.44267 0.36
N 5.45376 -0.28123 4.21888 -0.34
```

[3]
CH2F3KNO4S | the ωB97M-V functional and the def2-TZVPD basis

- Net charge: -1
- Max |F|: 1.68 eV/Å
- Kohn-Sham gap: 0.2570 Eh

Structure (XYZ):
```
13
Properties=species:S:1:pos:R:3:mulliken_charge:R:1
K 1.32174 -0.26965 -2.20545 0.85
O 3.15674 -0.97750 -3.53636 -1.01
H 3.66552 -1.76749 -3.71159 0.11
N 0.37626 -0.59891 1.32368 -0.47
S -0.22630 0.82991 1.03515 1.07
O 0.15697 1.75104 2.10763 -0.65
O -0.06842 1.26177 -0.37940 -0.68
C -2.09180 0.80490 1.21317 0.64
F -2.41716 0.42716 2.44425 -0.25
F -2.62725 -0.05138 0.34890 -0.24
F -2.60438 2.01155 0.99113 -0.23
O 0.35688 -1.36047 0.09899 -0.46
H 1.00120 -2.06094 0.26991 0.33
```

[4]
C3H4N3 | the ωB97M-V functional and the def2-TZVPD basis

- Net charge: +1
- Max |F|: 5.04 eV/Å
- Relative energy (zero: lowest compared OMol25 entry of this formula, charge and spin): 102.7 kcal/mol
- Kohn-Sham gap (spin up / spin down): 0.2618 / 0.2776 Eh
- SMILES string: CC1=NN=[N+]=C1

Structure (XYZ):
```
10
Properties=species:S:1:pos:R:3:mulliken_charge:R:1
C 0.81103 1.11820 0.02152 0.06
C 0.09005 -0.39801 -0.04394 0.65
C -1.39084 -0.52363 0.00022 -0.93
N 2.05905 0.78557 -0.05945 -0.10
N 1.12973 -1.11333 -0.07626 -0.07
N 2.22204 -0.47527 0.07940 -0.09
H 0.24637 1.94039 -0.15473 0.43
H -1.64718 -1.55561 0.10738 0.33
H -1.79829 0.21226 -0.83442 0.36
H -1.72197 0.00942 0.96027 0.35
```

[5]
C24H42AsF6HfN6 | the ωB97M-V functional and the def2-TZVPD basis

- Net charge: +3
- Max |F|: 11.65 eV/Å
- Relative energy (zero: lowest compared OMol25 entry of this formula, charge and spin): 0.0 kcal/mol
- Kohn-Sham gap: 0.0629 Eh

Structure (XYZ):
```
80
Properties=species:S:1:pos:R:3:mulliken_charge:R:1
Hf 2.47045 1.65520 1.50524 1.59
As -0.54100 0.13135 -0.92771 1.99
F -1.57013 1.44858 -0.36878 -0.46
F 0.21267 1.14169 -2.13591 -0.44
F 0.54846 -1.13556 -1.29325 -0.39
F -1.21334 -0.75438 0.42667 -0.53
F -1.79265 -0.42468 -1.98494 -0.46
F 0.76192 0.81166 0.26501 -0.04
C 3.29508 -1.74243 -3.06701 -0.93
C 4.47979 -0.82380 -3.43645 -0.62
C 4.27757 0.69102 -3.04886 -0.47
C 3.62286 0.78554 -1.76578 0.30
N 3.02466 0.95964 -0.79538 -0.02
H 3.53639 -2.71212 -3.50238 0.45
H 2.31660 -1.51654 -3.49813 0.33
H 3.11574 -1.80910 -1.99264 0.06
H 4.79588 -1.01856 -4.45870 0.40
H 5.26795 -1.30679 -2.85449 0.28
H 3.67681 1.19924 -3.80578 0.24
H 5.23467 1.21665 -3.03092 0.45
C -2.72329 -3.97678 -0.05366 -0.91
C -3.64802 -4.79978 -0.96502 -0.63
C -4.89421 -5.32220 -0.21867 -0.36
C -5.92770 -5.85552 -1.10302 0.06
N -6.77839 -6.28099 -1.74314 -0.34
H -1.75013 -3.80497 -0.52055 0.21
H -2.54314 -4.50138 0.88581 0.35
H -3.13946 -2.97552 0.06866 0.32
H -3.09416 -5.65930 -1.35377 0.36
H -3.85148 -4.22896 -1.87085 0.36
H -5.23431 -4.37572 0.20967 0.26
H -4.66078 -6.05342 0.55164 0.33
C -2.73426 4.53727 -0.26060 -0.80
C -2.50340 5.17547 1.11824 -0.60
C -2.09443 4.25099 2.27394 -0.44
C -0.90459 3.44846 1.90308 0.08
N 0.05077 2.81754 1.80913 -0.04
H -3.22409 5.25072 -0.91878 0.40
H -3.42428 3.68968 -0.22893 0.33
H -1.81700 4.10380 -0.66229 0.00
H -3.36631 5.77955 1.40286 0.39
H -1.79675 5.99434 0.95403 0.30
H -2.95875 3.63724 2.53147 0.30
H -1.69632 4.63454 3.21840 0.39
C -0.09690 6.19841 -3.33884 -1.24
C 1.22193 5.46891 -3.38495 -0.61
C 1.15073 4.02049 -2.96421 0.01
C 1.41505 3.68707 -1.53799 0.02
N 1.66580 3.44072 -0.44364 -0.20
H -0.31792 6.59994 -2.34749 0.28
H -0.88511 5.60471 -3.79980 0.35
H -0.02704 7.12021 -3.92037 0.40
H 1.99421 6.09543 -2.93803 0.37
H 1.47977 5.43758 -4.44699 0.34
H 2.04752 3.59809 -3.43513 0.14
H 0.30191 3.42543 -3.29814 0.41
C 3.79636 -4.53715 0.28120 -1.17
C 2.29563 -4.62806 0.50210 -0.46
C 1.76635 -3.58672 1.50989 -0.32
C 2.15808 -2.20484 1.24330 -0.03
N 2.44440 -1.10864 1.05859 0.10
H 4.37288 -4.66229 1.20187 0.35
H 4.09025 -3.51857 0.00333 0.23
H 4.20430 -5.21112 -0.46777 0.37
H 1.98700 -5.61874 0.82690 0.39
H 1.76564 -4.33263 -0.40588 0.24
H 1.99550 -3.93241 2.52019 0.45
H 0.67777 -3.65985 1.42847 0.16
C -2.13883 0.37531 5.24246 -0.99
C -1.54202 -1.01401 5.13673 -0.59
C 0.01748 -1.12249 5.00143 -0.46
C 0.46154 -0.36298 3.85530 0.18
N 0.81777 0.25656 2.94989 -0.06
H -1.44537 1.17018 5.51034 0.32
H -3.01297 0.30525 5.88600 0.36
H -2.55516 0.60506 4.25772 0.22
H -1.97511 -1.63296 4.35106 0.45
H -1.76965 -1.57553 6.04453 0.34
H 0.30844 -2.14325 4.73663 0.26
H 0.52389 -0.83878 5.92380 0.36
```